1.
41
Properties=species:S:1:pos:R:3 method="wB97M-V/def2-TZVPD" homo_lumo_gap_ha=0.2589 homo_ev=-4.9 total_charge=-1 max_force_ha_per_bohr=0.0798 smiles="Cc1ccc([C@@H]([C@@H]2C(=[N+]([O-])[O-])c3no[n+]([O-])c3-c3no[n+]([O-])c32)S(=O)(=O)C(F)(F)F)cc1"
C -4.88770 0.04013 2.71551
C -3.46040 -0.06235 2.24492
C -2.90677 -1.31253 1.93621
C -1.58598 -1.41298 1.47605
C -0.82304 -0.24893 1.27527
C 0.50647 -0.32574 0.54761
C 0.54215 -0.50573 -1.10856
C 1.87952 -1.00959 -1.69890
N 2.30658 -2.25601 -1.14478
O 3.42281 -2.74822 -1.35278
O 1.45823 -2.88796 -0.42516
C 2.54227 -0.29151 -2.73068
N 3.72779 -0.61218 -3.35193
O 3.86866 0.31062 -4.34683
N 2.80758 1.26707 -4.36563
O 2.85310 2.17153 -5.16152
C 2.02395 0.92480 -3.28232
C 0.75211 1.38416 -2.85415
N -0.07174 2.34042 -3.42736
O -1.28783 2.13552 -2.83908
N -1.24593 1.05178 -1.92732
O -2.26048 0.59212 -1.45975
C 0.06273 0.66825 -1.87448
S 1.61378 0.83322 1.45049
O 2.30682 1.54867 0.42660
O 1.02809 1.48889 2.59425
C 2.87285 -0.30981 2.21993
F 3.86313 0.45621 2.69330
F 2.29977 -0.97111 3.24031
F 3.37969 -1.21554 1.35547
C -1.35585 0.98275 1.68524
C -2.65492 1.07860 2.15515
H -5.14029 1.09660 2.87049
H -5.55053 -0.38446 1.94902
H -5.06709 -0.49716 3.66034
H -3.51180 -2.21318 2.04405
H -1.13931 -2.37946 1.23020
H 0.95667 -1.34607 0.66450
H -0.24149 -1.35662 -1.15100
H -0.81316 1.92453 1.61992
H -3.07045 2.05127 2.44738



2.
142
Properties=species:S:1:pos:R:3 method="wB97M-V/def2-TZVPD" homo_lumo_gap_ha=0.4151 homo_ev=-10.7 relative_energy_ev=0.000 max_force_ha_per_bohr=0.0690 smiles="O=C1OC[C@@H](F)O1.COC(=O)OC.COC(=O)OC.COC(=O)OC.COC(=O)OC.COC(=O)OC.COC(=O)OC.COC(=O)OC.COC(=O)OC.COC(=O)OC.COC(=O)OC.COC(=O)OC"
O -3.41189 -1.88467 6.20887
C -3.53989 -0.76788 5.95129
O -4.35403 0.08529 6.60435
C -4.37791 1.32602 5.91994
C -3.23938 1.23415 4.90286
F -2.17609 2.01083 5.30598
O -2.84868 -0.13442 4.97286
H -5.33342 1.50764 5.41461
H -4.27753 2.22844 6.52316
H -3.48482 1.45478 3.86857
C -0.66035 0.05987 2.55561
O 0.08752 0.62193 1.46636
C -0.26156 0.42071 0.20087
O -1.18964 -0.20324 -0.23688
O 0.61629 1.06929 -0.57834
C 0.37829 0.95392 -1.98017
H -1.26401 0.83789 3.02532
H 0.09482 -0.24169 3.26894
H -1.30062 -0.73651 2.19683
H 1.13125 1.40029 -2.60972
H -0.61369 1.36970 -2.17647
H 0.31671 -0.09935 -2.26110
C 3.72750 0.21364 7.37929
O 2.73614 -0.80534 7.61297
C 1.80926 -0.91713 6.68032
O 1.73913 -0.23690 5.68709
O 1.00613 -1.90738 7.05663
C -0.18618 -2.28492 6.37426
H 4.19411 0.34941 8.34948
H 3.27936 1.15409 7.06396
H 4.43450 -0.13427 6.62837
H -0.45083 -3.31949 6.58737
H -0.09176 -2.12639 5.30163
H -1.06971 -1.76485 6.74374
C -5.04904 -1.76333 -6.96970
O -4.72111 -1.08956 -5.75463
C -4.10512 -1.79442 -4.85782
O -3.90960 -2.98508 -4.90707
O -3.69308 -0.97643 -3.91552
C -3.12959 -1.60166 -2.76304
H -5.60700 -2.68628 -6.77801
H -4.12626 -2.09190 -7.45948
H -5.64012 -1.12510 -7.61071
H -2.14893 -1.97275 -3.08543
H -3.65838 -2.49767 -2.42444
H -3.01826 -0.93456 -1.91825
C 3.84997 1.29071 -3.26447
O 3.89940 2.67321 -3.53460
C 4.88985 3.08203 -4.32616
O 5.81208 2.38122 -4.70257
O 4.66099 4.36049 -4.65803
C 5.54843 4.97376 -5.59230
H 3.67692 0.78488 -4.21466
H 3.08993 1.11669 -2.51946
H 4.77308 0.85751 -2.87444
H 5.75175 5.98040 -5.24196
H 5.03764 4.94293 -6.54941
H 6.50789 4.46236 -5.62632
C 1.09615 4.11849 -4.78558
O 1.50816 5.35756 -4.21877
C 1.66833 6.34204 -5.08294
O 1.45316 6.28283 -6.25017
O 2.06982 7.40561 -4.41190
C 2.29856 8.60022 -5.11489
H 0.04573 4.08440 -5.06877
H 1.25453 3.37573 -4.00619
H 1.73451 3.84414 -5.62164
H 3.17880 9.09020 -4.70909
H 1.45278 9.28190 -4.97842
H 2.39768 8.47892 -6.19353
C -6.38555 2.59220 1.98994
O -5.43036 2.47610 0.96785
C -4.15092 2.83385 1.19243
O -3.71751 3.28263 2.22267
O -3.51788 2.62667 0.03746
C -2.16385 3.06198 -0.08214
H -6.15426 3.32599 2.75355
H -6.54326 1.59403 2.40866
H -7.34192 2.84490 1.53348
H -2.08785 4.15060 0.00196
H -1.85285 2.83126 -1.09506
H -1.47244 2.62697 0.63593
C 7.31580 -3.69315 4.55086
O 6.79303 -2.63641 3.74239
C 5.80018 -1.93042 4.26532
O 5.26464 -2.13302 5.32529
O 5.51984 -0.94894 3.43318
C 4.32476 -0.20455 3.75342
H 8.40017 -3.66016 4.42991
H 6.95444 -4.62029 4.11487
H 7.13757 -3.57693 5.61364
H 4.08360 0.41551 2.90462
H 4.53530 0.44800 4.61006
H 3.49824 -0.82724 4.08583
C -4.28266 -0.63339 1.20756
O -4.58672 -1.87520 1.85032
C -5.28359 -1.76781 2.96850
O -5.66353 -0.74147 3.45093
O -5.48999 -2.96846 3.45077
C -6.15375 -3.05021 4.71896
H -5.21447 -0.09384 1.03193
H -3.77109 -0.94006 0.30635
H -3.68975 0.06266 1.80568
H -6.29364 -4.10047 4.96682
H -7.14414 -2.59387 4.72112
H -5.52632 -2.62902 5.50526
C 2.53057 -2.35521 -0.52584
O 1.97222 -3.58246 -1.00414
C 0.90730 -3.45592 -1.78946
O 0.44259 -2.39858 -2.10951
O 0.45912 -4.67525 -2.06542
C -0.68894 -4.78512 -2.91495
H 1.84354 -1.87814 0.17854
H 2.64361 -1.65912 -1.35586
H 3.45160 -2.62963 -0.04132
H -1.01064 -5.82104 -2.93369
H -0.40672 -4.55562 -3.95205
H -1.51942 -4.12477 -2.67255
C 0.08256 -0.65439 -5.13922
O 0.55041 0.49784 -5.82034
C 1.80054 0.43420 -6.26074
O 2.57789 -0.46807 -6.10988
O 2.04336 1.55140 -6.94833
C 3.39655 1.73366 -7.35482
H 0.74841 -0.87797 -4.29523
H -0.07296 -1.52488 -5.76323
H -0.81540 -0.36704 -4.58784
H 4.09689 1.45854 -6.56603
H 3.53511 2.76806 -7.64548
H 3.60718 1.07490 -8.19940
C 1.81421 -3.77050 4.05259
O 0.96930 -3.07762 3.14415
C 0.05819 -3.80860 2.48237
O -0.14406 -4.96320 2.64644
O -0.55214 -3.01549 1.58409
C -1.43198 -3.63148 0.65020
H 2.05202 -4.75660 3.64719
H 1.28559 -3.99201 4.98335
H 2.71196 -3.22513 4.31232
H -1.58191 -2.97755 -0.21347
H -2.38765 -3.94941 1.05722
H -0.94688 -4.46917 0.13155



3.
9
Properties=species:S:1:pos:R:3 method="wB97M-V/def2-TZVPD" homo_lumo_gap_ha="0.3169 / 0.2368" homo_ev="-9.2 / -8.5" relative_energy_ev=6.397 max_force_ha_per_bohr=0.0798
C 0.12962 -0.98450 -0.75694
C -0.25924 -0.58982 0.44670
N -2.00746 1.44586 2.77507
O -1.98708 0.98554 3.87583
O -2.27716 2.40597 2.20717
S -1.91810 -0.50730 0.73209
H 1.08659 -1.06236 -1.17170
H -0.61707 -1.27803 -1.48667
H 0.37066 -0.08242 1.23686